No. 1
The following is a quantum chemistry calculation of a gas-phase ion, C17H21BrN2O (charge +2), from the Open Molecules 2025 dataset.

```
42
Properties=species:S:1:pos:R:3:forces:R:3:nbo_charge:R:1
C 2.913212 -1.957923 1.001271 -0.5 -0.3 -0.5 -0.6094
C 3.706459 -1.190551 -0.074758 0.5 -0.2 0.4 -0.4145
C 4.489637 0.050445 0.455053 0.2 0.0 -0.6 -0.4219
C 4.338113 1.313712 -0.454806 -0.5 -0.6 0.6 -0.4071
C 3.392213 2.398388 0.106637 1.2 0.3 -0.4 -0.2234
N 1.982580 1.941219 0.052179 -0.4 0.1 0.5 -0.2457
C 1.168840 2.193851 -0.976028 0.5 0.5 -0.9 0.1123
C -0.120210 1.726170 -1.022194 -0.7 -0.3 0.0 -0.2106
C -0.607188 0.977800 0.044833 0.0 0.0 0.7 0.0335
C -1.983218 0.381476 0.086885 0.4 -0.4 -0.5 0.0454
C -3.147139 1.093301 0.345070 0.7 0.1 -0.1 -0.2024
C -4.344047 0.414483 0.311659 -0.8 1.0 0.2 0.1174
N -4.414395 -0.885472 0.044618 -0.1 -1.1 0.2 -0.2499
C -5.710074 -1.613212 -0.034736 0.3 -0.6 -0.8 -0.3100
C -5.925868 -1.971299 -1.546899 -1.3 1.0 -0.8 0.4569
O -6.591952 -1.253127 -2.230805 0.8 -0.7 0.8 -0.4310
Br -5.142639 -3.566341 -2.329338 -0.1 0.4 0.6 0.0692
C -3.297860 -1.608964 -0.170424 0.6 -0.2 0.0 0.0891
C -2.074799 -0.998339 -0.155085 0.3 0.4 0.0 -0.2029
C 0.241699 0.733470 1.133585 -0.8 0.0 -0.6 -0.2085
C 1.510905 1.238564 1.090090 0.6 -0.5 0.9 0.1104
H 2.161057 -2.590506 0.500798 0.2 0.1 0.2 0.2122
H 3.533634 -2.656817 1.575844 0.0 0.4 0.0 0.2398
H 2.366754 -1.312727 1.704148 0.2 -0.1 -0.1 0.1717
H 3.089130 -0.920020 -0.947112 -0.1 0.0 0.4 0.1839
H 4.447104 -1.899304 -0.473060 -0.3 0.2 -0.1 0.2378
H 5.559499 -0.196214 0.449147 -0.3 0.0 0.2 0.2463
H 4.244444 0.257824 1.508347 0.0 0.0 -0.3 0.1949
H 5.324430 1.744131 -0.654093 -0.3 0.2 0.0 0.2558
H 3.901186 0.967929 -1.403686 0.4 0.3 0.0 0.2105
H 3.617932 2.672278 1.144815 -0.1 -0.3 -0.2 0.2381
H 3.541996 3.320151 -0.471554 -0.6 -0.3 0.0 0.2481
H 1.586283 2.774340 -1.798036 0.0 -0.1 0.2 0.2597
H -0.747264 1.924737 -1.888576 0.2 0.1 0.1 0.2677
H -3.102258 2.156646 0.566472 -0.2 -0.2 -0.1 0.2726
H -5.281749 0.936573 0.497512 0.2 -0.2 -0.1 0.2630
H -5.649519 -2.531491 0.558410 0.0 0.3 0.0 0.2637
H -6.532568 -0.964991 0.278218 0.2 -0.1 -0.1 0.2721
H -3.336626 -2.679293 -0.359316 -0.6 0.3 0.1 0.2747
H -1.191347 -1.601516 -0.355792 -0.2 0.2 0.1 0.2649
H -0.109296 0.144220 1.978068 0.3 0.2 -0.1 0.2655
H 2.192910 1.036399 1.912638 0.0 0.3 -0.3 0.2604
```
Forces are in eV/Å.

Its lowest unoccupied orbital energy is -7.529 eV. The charge is +2. The HOMO energy is -0.595 Eh.

No. 2
The following is a quantum chemistry calculation of a molecular structure, C45H37FN12O7S2Sn, from the Open Molecules 2025 dataset.

```
105
Properties=species:S:1:pos:R:3:forces:R:3:mulliken_charge:R:1
Sn 0.313412 -0.300562 0.000612 0.0 0.3 -0.3 2.0298
O -0.860225 4.175232 -1.662809 0.0 -0.2 -0.1 -0.7389
C -0.835029 2.946252 -1.767989 0.0 0.2 0.2 -0.5565
N -1.450693 2.034625 -0.988293 -0.1 0.0 0.0 0.4630
C -2.637722 2.286003 -0.404373 0.0 -0.1 -0.3 -0.4871
O -3.521210 3.074334 -0.753691 0.2 0.0 0.2 -0.7582
C -2.995587 1.333943 0.743379 0.2 0.1 -0.1 0.6932
C -3.925230 1.735127 1.698519 0.0 0.0 0.0 -0.6652
C -4.275851 0.845595 2.699510 0.0 0.0 0.0 -0.5235
C -3.722032 -0.428367 2.698233 0.0 0.0 0.0 -0.8077
C -2.807576 -0.744314 1.706177 0.0 0.1 -0.1 -0.5495
N -2.435830 0.126587 0.767588 -0.1 0.0 0.1 0.5544
C 0.098357 2.369794 -2.836358 0.0 -0.2 0.1 0.4313
C 0.530838 3.212381 -3.854949 0.1 0.0 0.0 -0.6530
C 1.371477 2.705924 -4.831666 0.0 0.0 0.0 -0.3923
C 1.769858 1.379995 -4.755802 0.0 0.0 0.0 -1.1676
C 1.299040 0.614709 -3.703402 -0.1 0.0 0.2 -0.3886
N 0.476320 1.091184 -2.768089 0.0 0.0 0.0 0.5510
H -4.358948 2.722640 1.619874 0.0 0.0 0.0 0.5408
H -4.984259 1.136087 3.467312 0.0 0.0 0.0 0.3747
H -3.982738 -1.160917 3.451723 0.0 0.0 0.0 0.4275
H -2.338461 -1.724767 1.653647 0.0 0.1 0.0 0.4388
H 0.197532 4.240565 -3.844935 0.0 0.0 0.0 0.5212
H 1.716752 3.338642 -5.641195 0.0 0.0 0.0 0.3910
H 2.428762 0.938299 -5.491972 0.0 0.0 0.0 0.4444
H 1.592505 -0.426491 -3.601201 0.0 0.1 0.0 0.5970
C 0.821261 -4.058301 -2.084796 0.0 0.0 0.0 -1.6622
C 1.840821 -3.485173 -1.144450 0.0 0.1 0.1 0.3812
N 1.684201 -3.661540 0.110691 0.0 0.1 0.0 -0.8267
N 2.762618 -3.275109 0.890772 0.0 0.2 0.2 -0.2082
C 2.571841 -2.445341 1.838686 -0.1 -0.1 -0.2 0.3312
S 1.156313 -1.569331 2.340845 -0.1 -0.3 0.1 -0.5484
S 4.005689 -2.055358 2.851256 0.0 0.0 -0.1 -0.2230
C 5.375309 -2.414132 1.699630 0.0 0.0 0.1 -0.1745
C 6.297198 -1.233962 1.584347 0.0 0.0 0.0 0.2262
C 5.846858 -0.069638 0.958334 0.0 0.0 0.0 0.3028
C 6.686784 1.021488 0.815176 0.0 0.0 0.0 -1.0190
C 7.988904 0.976307 1.308823 0.0 0.0 0.0 -0.4991
C 8.437332 -0.167266 1.951891 0.0 0.0 0.0 -0.5617
C 7.592462 -1.265521 2.087422 0.0 0.0 0.0 -0.5384
C 3.013396 -2.773559 -1.730599 0.0 0.1 0.1 -0.0586
C 3.926540 -3.486880 -2.496829 0.0 0.0 -0.1 -0.4162
C 5.059406 -2.890266 -3.039187 0.0 0.0 0.0 -0.8882
C 5.256621 -1.531337 -2.820215 0.0 0.0 0.0 -0.6764
C 4.351233 -0.794669 -2.076284 0.1 0.0 0.0 0.2836
C 3.209060 -1.384736 -1.489065 0.0 0.0 -0.1 0.6884
O 2.393522 -0.645867 -0.786725 -0.2 -0.3 0.0 -0.7359
H -0.070463 -4.361072 -1.542807 0.0 0.0 0.0 0.4024
H 1.252997 -4.923618 -2.603448 0.0 0.1 0.0 0.4710
H 0.545736 -3.328078 -2.849209 0.0 0.0 0.0 0.2637
H 4.888964 -2.629341 0.747459 0.0 0.0 0.0 -0.1801
H 5.911268 -3.308593 2.014989 0.0 0.0 0.0 0.5022
H 4.825230 -0.032925 0.589682 0.1 0.0 0.0 0.4413
H 6.323289 1.915377 0.320590 0.0 0.0 0.0 0.4447
H 8.644277 1.832556 1.198163 0.0 0.0 0.0 0.3674
H 9.447566 -0.210570 2.343724 0.0 0.0 0.0 0.3646
H 7.946336 -2.164731 2.582095 0.0 0.0 0.0 0.3593
H 3.750555 -4.546423 -2.656201 0.0 0.0 0.0 0.3277
H 5.766908 -3.470921 -3.619588 0.0 0.0 0.0 0.3646
H 6.127257 -1.035989 -3.238735 0.0 0.0 0.0 0.3662
H 4.496837 0.269700 -1.921297 0.0 -0.1 0.0 0.5621
C 0.387725 3.945518 2.044913 0.0 0.1 0.0 -1.2503
C -0.019445 2.850631 2.964643 0.1 -0.2 0.1 0.1897
N -0.240215 1.601252 2.642284 -0.2 0.1 0.1 0.9337
C -0.554258 0.944135 3.813990 0.0 0.0 -0.2 -0.4318
C -0.515894 1.803564 4.861622 0.1 0.0 0.0 -1.0251
N -0.158935 3.027893 4.318797 -0.4 0.0 0.0 0.2790
C 0.176835 4.183422 5.081454 0.3 -0.1 0.0 -0.8911
N 1.594791 4.469443 4.949268 -0.1 0.1 0.0 0.7880
N 2.028672 5.737361 5.071518 0.2 -0.1 0.1 -0.9462
N 3.308022 5.759460 4.960974 0.0 -0.1 0.0 -0.5765
C 3.743900 4.467775 4.743551 0.1 0.2 0.0 0.1218
C 5.036087 3.966435 4.537101 0.1 0.0 0.0 -0.7919
C 5.156925 2.618359 4.303929 0.0 0.0 0.0 -0.5838
C 4.024997 1.769684 4.265468 0.0 0.0 0.0 -0.5324
C 2.752681 2.241857 4.480180 0.0 0.0 -0.1 -0.3980
C 2.640305 3.620888 4.726900 0.0 -0.1 0.1 1.3452
H 0.099681 3.686049 1.033091 0.0 -0.1 -0.2 0.0420
H 1.470999 4.097447 2.074403 0.0 0.0 0.0 0.2361
H -0.096232 4.890914 2.300154 0.0 0.0 0.0 0.4131
H -0.772997 -0.111893 3.826093 0.0 0.1 0.0 0.4850
H -0.666611 1.672805 5.921999 0.0 0.0 -0.1 0.3566
H -0.060883 3.960895 6.119565 0.0 0.1 0.1 0.3276
H -0.358860 5.078583 4.779212 0.0 0.1 -0.1 0.4145
H 5.892731 4.628567 4.548645 0.0 0.0 0.0 0.3991
H 6.132987 2.187550 4.117904 0.0 0.0 0.0 0.4006
H 4.158092 0.718112 4.038230 0.0 0.0 0.0 0.4557
H 1.897201 1.578419 4.423506 0.1 0.0 0.0 0.3348
F -6.457037 -2.222094 -4.388156 -0.1 0.0 0.0 -0.3381
C -5.168064 -1.903751 -4.607932 0.0 0.0 -0.1 0.2569
C -4.399427 -1.430067 -3.620619 0.1 0.1 0.0 0.0513
N -3.095365 -1.052497 -3.807910 0.0 -0.2 0.1 0.3756
C -2.284263 -0.719593 -2.630455 -0.2 -0.1 0.0 -0.0174
C -2.063131 -1.938255 -1.716813 -0.3 -0.1 0.0 0.4171
O -2.855092 -2.882319 -1.816653 0.4 0.3 0.1 -0.8020
O -1.098037 -1.838244 -0.890002 0.3 -0.2 -0.1 -0.4652
C -2.476693 -1.229868 -5.026030 0.1 0.1 0.1 0.3708
O -1.309917 -0.973288 -5.253310 -0.2 -0.1 0.0 -0.6391
N -3.311780 -1.723368 -6.020856 -0.1 0.0 0.1 -0.0395
C -4.646380 -2.106134 -5.937310 0.1 0.0 -0.1 0.2468
O -5.241771 -2.547005 -6.905068 0.0 0.0 0.1 -0.6944
H -4.790447 -1.301831 -2.622548 0.0 0.0 0.0 0.4683
H -2.805378 0.047165 -2.053330 0.1 0.0 0.0 0.0336
H -1.346552 -0.300235 -2.959884 0.1 0.1 -0.1 -0.5630
H -2.867267 -1.856782 -6.913578 0.0 0.0 -0.1 0.2390
```
Forces are in eV/Å.

Its lowest unoccupied orbital energy is 3.766 eV. The charge is -2. The HOMO energy is -0.092 Eh.

No. 3
The following is a quantum chemistry calculation of 6 unconnected molecules or ions with the total composition C24H55B2O9PSi, from the Open Molecules 2025 dataset.

```
92
Properties=species:S:1:pos:R:3:forces:R:3:mulliken_charge:R:1
C -0.951975 2.393950 0.306870 -0.2 -0.5 -0.3 -0.8050
B 0.432509 1.671387 0.206527 0.2 0.0 0.2 0.3492
O 1.179496 1.736156 -0.954301 -0.4 0.8 -0.1 -0.7308
Si 1.115154 0.551355 1.775114 0.1 0.3 -0.1 0.3218
O 2.780559 0.517147 1.676096 0.0 0.1 0.1 -0.4763
C 0.382637 -1.183927 1.642372 0.1 -0.1 -0.1 -0.6603
B 1.170175 -2.311704 2.394747 0.0 0.0 0.3 0.9345
O 2.491212 -2.541360 2.119691 -0.2 0.1 -0.4 -0.6837
O 0.568214 -3.090740 3.381451 0.1 -0.3 -0.6 -0.6179
P 0.325090 1.502990 3.635006 -0.4 0.0 0.0 0.1574
C 0.899137 0.466565 5.068502 0.1 0.0 0.0 -1.0166
C 1.365215 3.041238 3.723817 0.1 -0.1 0.0 -0.7717
H -0.817349 3.292316 0.924293 0.0 0.0 0.0 0.2702
H -1.669998 1.772183 0.851884 -0.1 0.1 0.0 0.3599
H -1.386740 2.679413 -0.654526 0.0 0.1 0.0 0.0781
H 2.041310 2.156075 -0.864258 0.3 -0.6 0.2 0.2465
H 3.240325 0.569111 2.517855 0.1 -0.1 -0.1 0.2746
H -0.665414 -1.137314 1.953252 0.0 0.0 0.0 0.3092
H 0.410074 -1.410868 0.569188 0.0 0.0 0.0 0.2559
H 2.739252 -3.469072 2.194435 0.1 0.0 0.4 0.2773
H -0.347951 -3.264562 3.143025 -0.1 0.3 0.4 0.2765
H 1.550112 -0.363806 4.791106 0.0 0.0 0.0 0.2439
H 1.435438 1.099327 5.776971 0.0 0.0 0.0 0.3809
H 0.025793 0.069102 5.582080 0.0 -0.1 0.0 0.3176
H 1.802915 3.273794 2.750637 0.0 0.1 0.0 -0.0119
H 0.745150 3.879233 4.038349 0.1 0.0 0.0 0.3576
H 2.189487 2.925865 4.429104 0.0 0.0 0.0 0.3819
C 1.080877 -7.468662 2.610913 0.0 0.0 -0.1 -0.2550
C 1.912298 -8.443077 1.775938 0.0 0.0 0.0 -0.5787
C 2.343511 -7.558039 0.611073 0.0 0.0 0.0 -0.1331
O 2.456094 -6.235027 1.134297 0.0 0.0 0.0 -0.4066
C 1.864035 -6.175748 2.433676 0.1 0.0 0.0 -0.2546
H 0.981006 -7.755786 3.656858 0.0 0.0 0.0 0.4165
H 0.084731 -7.361856 2.180051 0.0 0.0 0.0 -0.0123
H 2.785245 -8.779111 2.339750 0.0 0.0 0.0 0.2805
H 1.358096 -9.322624 1.449503 0.0 0.0 0.0 0.3534
H 1.591384 -7.559739 -0.184069 0.0 0.0 0.0 -0.0583
H 3.304058 -7.848158 0.182641 0.0 0.0 0.0 0.3173
H 2.662779 -6.087357 3.180687 0.0 0.0 0.0 0.2633
H 1.242098 -5.284068 2.493955 0.0 0.0 0.0 0.0860
C 5.321024 4.214637 -1.535795 0.0 0.0 0.0 -0.5193
C 4.443498 5.465466 -1.486903 0.0 0.0 0.0 -0.6067
C 3.363654 5.036088 -0.502008 0.0 0.1 -0.1 0.0193
O 3.989344 4.137934 0.413833 -0.1 -0.1 0.0 -0.3654
C 5.273620 3.753251 -0.085046 0.0 0.0 0.0 -0.5054
H 6.336095 4.405169 -1.880674 0.0 0.0 0.0 0.3541
H 4.873488 3.463715 -2.190474 0.0 0.0 0.0 0.2542
H 5.007115 6.311227 -1.088353 0.0 0.0 0.0 0.3094
H 4.035698 5.752185 -2.455095 0.0 0.0 0.0 0.3250
H 2.547726 4.520496 -1.025064 0.0 0.0 0.0 -0.0390
H 2.934221 5.868685 0.057411 0.0 0.0 0.0 0.2338
H 6.048576 4.248764 0.509208 0.0 0.0 0.0 0.2938
H 5.382032 2.674946 0.034278 0.0 0.0 0.0 0.2588
C -4.600665 2.552954 -4.286881 0.0 0.0 0.0 -0.6442
C -4.916053 1.269529 -3.518799 0.0 0.0 0.0 -0.6230
C -3.911231 1.342676 -2.374658 0.0 0.0 0.0 -0.4199
O -3.715755 2.730544 -2.104948 0.0 0.0 0.1 -0.3439
C -4.289019 3.516911 -3.149130 0.0 0.0 0.0 -0.1702
H -5.418376 2.898571 -4.917660 0.0 0.0 0.0 0.3842
H -3.719157 2.411811 -4.915158 0.0 0.0 0.0 0.2772
H -5.936152 1.304768 -3.130750 0.0 0.0 0.0 0.2596
H -4.808345 0.363571 -4.113621 0.0 0.0 0.0 0.3478
H -2.952202 0.896399 -2.659989 0.0 0.0 0.0 0.2410
H -4.260651 0.854909 -1.463485 0.0 0.0 0.0 0.3155
H -5.202045 3.992779 -2.772140 0.0 0.0 0.0 0.2613
H -3.580960 4.296466 -3.431045 0.0 0.0 0.0 0.0742
C -2.247390 -6.246856 -1.924790 0.0 0.0 0.0 -0.5786
C -2.377631 -7.763983 -1.792936 0.0 0.0 0.0 -0.5987
C -1.338156 -8.065702 -0.720598 0.0 0.0 0.0 -0.3870
O -1.299353 -6.918661 0.129902 0.0 0.0 0.0 -0.3404
C -2.006282 -5.836449 -0.477770 0.0 0.0 0.0 -0.3349
H -3.125591 -5.767576 -2.354760 0.0 0.0 0.0 0.3589
H -1.382584 -5.993268 -2.540805 0.0 0.0 0.0 0.2713
H -3.376435 -8.028677 -1.440381 0.0 0.0 0.0 0.2569
H -2.189306 -8.302194 -2.720650 0.0 0.0 0.0 0.3407
H -0.348879 -8.218221 -1.165540 0.0 0.0 0.0 0.2515
H -1.582955 -8.940414 -0.116259 0.0 0.0 0.0 0.2740
H -2.952756 -5.684633 0.052410 0.0 0.0 0.0 0.2529
H -1.405663 -4.930756 -0.381839 0.0 0.0 0.0 0.1928
C -2.738756 6.447294 -0.824181 0.0 0.0 0.0 -0.2081
C -1.272064 6.492338 -0.396484 0.0 0.0 0.0 -0.5796
C -0.582239 5.931622 -1.633697 0.0 -0.1 0.0 0.1699
O -1.382153 6.320709 -2.751154 0.0 0.0 -0.1 -0.4747
C -2.635092 6.827192 -2.296091 0.0 0.0 0.0 -0.5573
H -3.382508 7.122311 -0.261720 0.0 0.0 0.0 0.3963
H -3.127995 5.431708 -0.721105 0.0 0.0 0.0 0.0184
H -0.960673 7.523827 -0.217469 0.0 0.0 0.0 0.3198
H -1.058947 5.910121 0.499270 0.0 0.0 0.0 0.2842
H -0.533307 4.838200 -1.594987 0.0 0.0 0.0 -0.0288
H 0.428685 6.317775 -1.778973 0.0 0.0 0.0 0.1162
H -2.655847 7.913882 -2.435976 0.0 0.0 0.0 0.3011
H -3.427641 6.391362 -2.905031 0.0 0.0 0.0 0.2738
```
Forces are in eV/Å.

Its lowest unoccupied orbital energy is 0.444 eV. As for the SMILES: CB(O)[Si@](O)(CB(O)O)P(C)C.C1CCOC1.C1CCOC1.C1CCOC1.C1CCOC1.C1CCOC1. The charge is 0. The HOMO energy is -0.286 Eh.